Entry 1:
29
Properties=species:S:1:pos:R:3 method="wB97M-V/def2-TZVPD" lumo_ev=0.801 homo_energy_ev=-7.734 de_lowest_kcal_mol=67.8 smiles=COc1ccc(OC)c([C@@H](O)CN)c1
C -1.520 -0.810 4.209
C -0.453 -0.464 2.095
C -1.756 -0.245 1.394
C -1.769 -0.100 0.003
C -0.549 -0.189 -0.719
C -1.581 -0.678 -2.790
C 0.739 -0.128 -0.056
C 0.674 -0.362 1.379
C 2.083 -0.033 -0.749
C 2.474 1.493 -1.052
H -1.985 0.130 4.159
H -1.060 -1.158 5.145
H -2.123 -1.586 3.798
H -2.615 -0.152 2.115
H -2.728 -0.002 -0.474
H -1.616 -0.202 -3.834
H -2.608 -0.413 -2.427
H -1.609 -1.787 -2.788
H 1.615 -0.628 1.753
H 2.892 -0.419 -0.012
H 1.847 -0.556 -2.477
H 3.620 1.648 -1.180
H 2.161 1.980 -0.202
H 0.676 1.943 -2.030
H 1.973 2.694 -2.692
N 1.686 1.876 -2.209
O -0.274 -0.757 3.443
O -0.506 -0.152 -2.025
O 2.311 -0.944 -1.779

---

Entry 2:
24
Properties=species:S:1:pos:R:3 method="wB97M-V/def2-TZVPD" lumo_ev=0.750 homo_energy_ev=-7.572 de_lowest_kcal_mol=48.8 smiles="Cc1cc2n(c(=O)c1)CCN2C"
O 2.622 -1.681 0.654
C 1.537 -1.353 0.316
C -0.601 -0.191 -0.946
C 1.044 -2.061 -0.851
C -0.144 0.326 0.192
C -0.020 -1.473 -1.521
N 0.789 -0.322 0.895
N -0.495 1.615 0.758
C -0.591 -2.211 -2.697
C -1.458 2.675 0.302
C 1.253 0.373 1.958
C 0.056 1.449 2.083
H -1.396 0.350 -1.492
H 1.392 -2.959 -1.257
H -1.529 -2.726 -2.424
H -0.774 -1.342 -3.399
H 0.122 -2.961 -3.066
H -1.237 3.727 0.576
H -1.548 2.560 -0.741
H -2.375 2.279 0.811
H 2.264 0.815 1.681
H 1.381 -0.258 2.797
H -0.676 0.986 2.757
H 0.386 2.382 2.614

---

Entry 3:
101
Properties=species:S:1:pos:R:3 method="wB97M-V/def2-TZVPD" charge=-1 lumo_ev="1.372 / 1.372" homo_energy_ev="-2.811 / -2.813" de_lowest_kcal_mol=24.4
La -0.192 -0.296 -0.057
I -2.550 2.085 -8.638
C -2.457 1.252 -6.734
C -2.004 -0.046 -6.552
C -1.955 -0.602 -5.287
C -2.355 0.108 -4.136
C -2.754 1.444 -4.360
C -2.825 1.999 -5.624
C -2.281 -0.458 -2.796
C -2.928 0.195 -1.735
C -4.185 0.973 -1.733
C -4.499 1.256 -0.459
C -3.419 0.746 0.397
C -3.265 0.918 1.740
C -4.312 1.711 2.444
C -5.123 1.129 3.416
C -6.097 1.864 4.071
C -6.269 3.205 3.761
I -7.732 4.317 4.742
C -5.473 3.812 2.802
C -4.499 3.062 2.157
C -2.165 0.478 2.617
N -1.066 -0.233 2.191
C -0.225 -0.411 3.249
C 1.018 -1.216 3.180
C 1.821 -1.207 4.435
C 1.441 -1.979 5.533
C 2.188 -1.998 6.700
C 3.338 -1.227 6.785
I 4.476 -1.253 8.531
C 3.736 -0.438 5.718
C 2.972 -0.433 4.560
C 1.407 -2.072 2.180
C 2.495 -3.072 2.249
C 2.443 -3.818 1.138
C 1.337 -3.326 0.292
N 0.802 -2.226 0.955
C 0.895 -3.839 -0.895
C -0.185 -3.293 -1.750
C -0.954 -3.959 -2.695
C -1.869 -3.010 -3.219
C -1.601 -1.795 -2.597
N -0.579 -1.982 -1.708
C 1.513 -5.085 -1.407
C 1.607 -6.232 -0.620
C 2.208 -7.392 -1.090
C 2.711 -7.421 -2.379
I 3.617 -9.154 -3.102
C 2.606 -6.304 -3.199
C 2.006 -5.157 -2.712
C -0.771 0.217 4.375
C -1.998 0.776 3.972
N -2.524 0.102 -0.446
H -1.688 -0.638 -7.402
H -1.591 -1.612 -5.176
H -2.980 2.083 -3.517
H -3.145 3.028 -5.737
H -4.793 1.163 -2.603
H -5.402 1.737 -0.116
H -4.982 0.083 3.656
H -6.724 1.392 4.817
H -5.603 4.858 2.561
H -3.873 3.528 1.405
H 0.543 -2.579 5.457
H 1.879 -2.612 7.535
H 4.630 0.167 5.789
H 3.270 0.188 3.723
H 3.171 -3.195 3.082
H 3.085 -4.652 0.900
H -0.889 -5.004 -2.958
H -2.638 -3.195 -3.953
H 1.189 -6.216 0.379
H 2.268 -8.268 -0.458
H 2.989 -6.332 -4.210
H 1.909 -4.291 -3.355
H -0.345 0.242 5.366
H -2.686 1.326 4.596
F 1.302 7.144 0.540
C 0.022 6.719 0.547
F -0.607 7.380 -0.442
F -0.521 7.116 1.703
C -0.055 5.227 0.349
C -0.518 4.399 1.353
C -0.546 3.029 1.106
N -0.146 2.511 -0.055
C 0.300 3.322 -1.017
C 0.362 4.694 -0.864
H -0.852 4.781 2.306
H -0.904 2.336 1.862
H 0.597 2.850 -1.946
H 0.716 5.321 -1.670
C 4.191 0.733 0.336
O 2.762 0.644 0.053
C 2.273 0.270 -1.090
C 3.223 0.018 -2.199
H 4.657 -0.218 0.088
H 4.248 0.923 1.401
H 4.626 1.551 -0.234
H 4.131 0.624 -2.218
H 2.695 0.053 -3.148
H 3.516 -1.036 -2.061

---

Entry 4:
35
Properties=species:S:1:pos:R:3 method="wB97M-V/def2-TZVPD" lumo_ev=0.353 homo_energy_ev=-10.091 de_lowest_kcal_mol=22.7 smiles="CC(=O)N[C@@H](C)C=O.O.O.O.O.O.O"
C 0.906 2.217 0.475
C 0.456 0.818 0.712
N 0.002 0.050 -0.299
C 0.723 0.661 -2.647
C -0.376 0.650 -1.574
C -1.391 -0.281 -2.238
O -1.661 -1.358 -1.791
O 0.590 0.285 1.826
H 1.748 2.324 -0.208
H 1.028 2.600 1.470
H 0.128 2.851 0.064
H -0.391 -0.854 -0.177
H 1.455 1.453 -2.511
H 1.318 -0.256 -2.694
H 0.328 0.693 -3.652
H -0.750 1.651 -1.419
H -1.799 0.109 -3.189
H -0.261 -0.991 2.633
H -0.314 -2.120 3.644
O -0.744 -1.827 2.820
H -0.409 -3.018 1.426
H -0.567 -3.200 -0.100
O 0.042 -3.301 0.600
H -4.070 -0.472 2.109
H -2.664 -1.037 1.799
O -3.127 -0.221 1.951
H 2.734 0.077 -1.141
H 4.221 0.291 -0.877
O 3.486 0.525 -1.500
H 1.682 -1.851 -0.095
H 2.313 -1.124 0.979
O 2.564 -1.482 0.127
H -2.833 2.684 1.236
H -2.274 1.310 1.354
O -2.092 2.143 0.888